Below is a cluster of 6 separate species, C36H36Br2F6Si in total, with properties calculated with ωB97M-V with the def2-TZVPD basis set.

## Properties
Orbital gap in eV: 9.7
HOMO level in hartree: -0.3382
SMILES: CC[C@@H](F)[SiH2]/C(Br)=C(/C)Br.Fc1ccccc1.Fc1ccccc1.Fc1ccccc1.Fc1ccccc1.Fc1ccccc1
Spin multiplicity: 1
LUMO energy in eV: 0.54

Each line ends with the Mulliken charge.
CARTESIAN COORDINATES (ANGSTROEM)
C (0.6644, 0.4014, 2.1327)  -1.21
C (0.2473, 1.8519, 2.3746)  -0.28
C (-0.7272, 2.0032, 3.5324)  0.33
F (-0.3197, 1.2500, 4.6444)  -0.35
Si (-1.1140, 3.8189, 4.0004)  0.32
C (-0.4014, 4.4272, 5.6326)  0.13
Br (-1.6721, 5.3648, 6.7148)  -0.18
C (0.8389, 4.3206, 6.0968)  0.48
C (1.4022, 4.8186, 7.3894)  -1.38
Br (2.1006, 3.4126, 5.0010)  -0.12
H (1.3715, 0.0546, 2.8837)  0.29
H (1.1214, 0.3106, 1.1468)  0.40
H (-0.2175, -0.2410, 2.1410)  0.24
H (-0.2798, 2.2197, 1.4874)  0.33
H (1.1221, 2.4942, 2.4865)  0.22
H (-1.6803, 1.5684, 3.2065)  0.06
H (-0.6752, 4.6936, 2.8919)  -0.11
H (-2.5798, 3.9393, 4.1337)  -0.20
H (0.8841, 5.7230, 7.7022)  0.44
H (2.4577, 5.0554, 7.2717)  0.35
H (1.3017, 4.0569, 8.1637)  0.29
F (-2.9694, -2.7193, -1.5010)  -0.26
C (-3.2288, -1.6569, -0.7108)  0.50
C (-2.7583, -1.6621, 0.5864)  -0.66
C (-3.0313, -0.5650, 1.3907)  -0.26
C (-3.7626, 0.5061, 0.8953)  -0.76
C (-4.2243, 0.4823, -0.4137)  -0.34
C (-3.9582, -0.6066, -1.2311)  -0.45
H (-2.1921, -2.5086, 0.9507)  0.43
H (-2.6702, -0.5485, 2.4111)  0.56
H (-3.9750, 1.3575, 1.5291)  0.42
H (-4.7977, 1.3134, -0.8024)  0.37
H (-4.3086, -0.6485, -2.2536)  0.48
F (-6.3041, -2.8945, -4.7082)  -0.28
C (-5.8298, -4.0824, -4.2637)  0.50
C (-4.5012, -4.1701, -3.9061)  -0.39
C (-4.0214, -5.3867, -3.4438)  -0.36
C (-4.8660, -6.4847, -3.3543)  -0.60
C (-6.1986, -6.3665, -3.7257)  -0.28
C (-6.6943, -5.1546, -4.1849)  -0.53
H (-3.8627, -3.3011, -3.9824)  0.40
H (-2.9840, -5.4722, -3.1495)  0.37
H (-4.4864, -7.4314, -2.9940)  0.37
H (-6.8587, -7.2209, -3.6578)  0.35
H (-7.7291, -5.0360, -4.4758)  0.42
F (-3.3451, 0.0783, -8.8737)  -0.31
C (-4.6494, -0.2462, -8.7516)  0.45
C (-5.4902, -0.0343, -9.8255)  -0.55
C (-6.8296, -0.3720, -9.6923)  -0.23
C (-7.3040, -0.9073, -8.5025)  -0.71
C (-6.4362, -1.1086, -7.4373)  -0.13
C (-5.0940, -0.7777, -7.5580)  -0.54
H (-5.0971, 0.3859, -10.7411)  0.41
H (-7.5037, -0.2161, -10.5243)  0.36
H (-8.3494, -1.1685, -8.4056)  0.37
H (-6.7992, -1.5231, -6.5097)  0.42
H (-4.3978, -0.9304, -6.7443)  0.45
F (4.5271, 1.4840, 0.4847)  -0.36
C (5.3481, 2.1774, 1.2991)  0.08
C (4.9184, 2.4788, 2.5759)  0.13
C (5.7665, 3.1878, 3.4140)  -0.33
C (7.0202, 3.5836, 2.9679)  -0.60
C (7.4294, 3.2620, 1.6804)  -0.53
C (6.5916, 2.5516, 0.8327)  -0.24
H (3.9351, 2.1609, 2.8983)  0.25
H (5.4440, 3.4308, 4.4180)  0.34
H (7.6786, 4.1367, 3.6242)  0.39
H (8.4074, 3.5660, 1.3313)  0.37
H (6.8935, 2.2865, -0.1714)  0.42
F (10.6419, -2.7453, 3.2978)  -0.32
C (9.4696, -2.1528, 2.9879)  0.36
C (9.3589, -0.7841, 3.1286)  -0.65
C (8.1527, -0.1776, 2.8067)  0.24
C (7.0851, -0.9440, 2.3563)  -0.42
C (7.2233, -2.3191, 2.2274)  -0.39
C (8.4252, -2.9373, 2.5428)  -0.53
H (10.2051, -0.2123, 3.4854)  0.43
H (8.0457, 0.8928, 2.9064)  0.16
H (6.1459, -0.4695, 2.1073)  0.34
H (6.3916, -2.9169, 1.8785)  0.38
H (8.5585, -4.0063, 2.4471)  0.42